244
Properties=species:S:1:pos:R:3:forces:R:3:lowdin_charge:R:1 method="wB97M-V/def2-TZVPD" homo_ev="-7.51 / -8.94" homo_lumo_gap_ev="7.844 / 8.197" multiplicity=9
C -0.9458 1.4779 6.5544 -1.92 1.23 1.29 -0.3554
O -1.6543 1.9921 7.4243 0.84 -0.49 -0.59 -0.0055
N 0.2524 1.9319 6.1884 0.95 1.29 1.50 -0.1686
C 1.1075 1.1012 5.3654 -0.43 -0.20 0.49 -0.0676
C 0.8884 2.9886 7.0938 0.43 0.09 -3.22 -0.0068
H -1.3458 0.6615 5.9706 0.11 -0.62 -0.48 0.1074
H 1.8062 0.5912 6.0464 0.54 0.36 -0.69 0.0971
H 1.5076 1.7218 4.5524 0.44 -0.53 0.30 0.0794
H 0.4972 0.2888 4.9520 0.02 0.32 -0.20 0.0720
H 0.3585 3.9453 7.0269 -0.36 -0.53 0.29 0.0876
H 1.0741 2.6903 8.0931 -0.25 -0.55 0.94 0.0700
H 1.8664 3.2254 6.6190 -0.42 -0.36 0.32 0.0798
C -5.7886 4.0093 1.7467 0.66 -1.33 1.92 -0.0230
C -5.5735 2.6950 1.0138 2.17 -0.91 1.59 -0.4811
C -6.8220 2.3539 0.3406 -0.81 -1.64 -3.83 -0.1291
C -6.5837 1.2666 -0.8441 -1.17 0.34 -0.11 -0.1422
C -5.5044 1.7331 -1.8211 1.17 -0.03 1.16 -0.1231
C -4.1338 1.8069 -1.0670 -0.46 0.42 1.05 -0.4422
N -4.3103 2.7309 0.1650 -2.88 -1.01 -0.58 -0.1303
O -3.3941 3.4274 0.6414 1.46 0.22 -0.13 -0.0280
C -3.6508 0.3688 -0.7441 1.18 -0.73 2.30 -0.0281
C -3.0431 2.4645 -1.8085 1.81 1.74 -2.53 -0.0805
C -5.2821 1.5047 2.0262 1.32 2.08 -0.46 -0.0001
H -4.8565 4.4586 2.1436 -0.68 -0.62 0.19 0.0930
H -6.5550 3.7201 2.5142 0.92 0.63 -0.12 0.1119
H -6.2476 4.7472 1.1758 -0.78 1.20 -1.48 0.0536
H -7.5437 1.9931 1.0515 -0.24 -0.35 0.30 0.1141
H -7.2990 3.2165 -0.1298 0.17 0.14 -0.14 0.1172
H -7.5012 1.0914 -1.4534 0.28 0.41 0.69 0.1138
H -6.3492 0.2777 -0.4694 0.11 -0.11 0.40 0.0840
H -5.7751 2.7403 -2.0594 -0.02 0.77 -0.68 0.1089
H -5.3553 1.1406 -2.7564 -0.38 0.27 0.81 0.1326
H -4.3718 -0.2326 -0.1367 0.25 0.48 -0.87 0.0615
H -3.4187 -0.1938 -1.6771 -0.05 0.49 0.59 0.0904
H -2.7207 0.3335 -0.0039 -1.66 0.37 -1.88 0.1059
H -3.0109 3.5467 -2.0978 -1.20 -0.46 0.88 0.1067
H -2.0760 2.4009 -1.3417 0.28 -0.45 0.59 0.0525
H -2.8965 2.0648 -2.8090 -0.15 -0.84 -0.15 0.0783
H -5.0819 0.6185 1.4594 0.40 -0.45 -0.04 0.0485
H -6.1283 1.3206 2.6109 -1.43 -0.21 1.03 0.0575
H -4.4543 1.8001 2.7074 -0.30 -0.44 -0.61 0.1022
C 1.8191 5.5642 -0.5259 -1.26 -0.79 2.43 -0.0025
C 1.9812 6.3625 0.8059 -0.85 -0.32 -1.28 -0.4670
C 0.8939 5.9361 1.8224 0.72 -0.04 1.95 -0.1105
C 1.3430 4.6278 2.5683 -1.40 0.48 -1.31 -0.1858
C 2.6631 4.8658 3.2042 0.75 0.94 1.64 -0.1585
C 3.8284 5.0783 2.2302 -1.59 -1.37 -1.42 -0.5185
N 3.3624 6.1674 1.3413 1.78 2.07 -2.27 -0.0879
O 4.2649 6.7067 0.5066 -1.46 -1.50 2.23 -0.0379
C 5.0863 5.4063 2.9224 2.45 1.99 -0.83 -0.0589
C 4.1688 3.8661 1.3235 1.05 0.87 0.87 -0.0118
C 1.8184 7.8488 0.5006 0.13 1.51 2.06 -0.0431
H 2.6219 5.7034 -1.1497 1.93 0.68 -1.52 0.0544
H 0.8990 5.8487 -1.0084 -0.35 0.08 -0.18 0.0802
H 1.7928 4.4945 -0.3072 -0.24 -0.09 -0.08 0.0662
H 0.7880 6.7181 2.6222 0.29 -0.42 -0.64 0.1210
H -0.1130 5.8674 1.4228 0.10 -0.22 -0.61 0.1177
H 1.6025 3.9389 1.7488 -0.87 -0.49 0.46 0.0656
H 0.5235 4.2272 3.2666 1.33 0.49 -1.10 0.1419
H 2.8219 4.1118 3.9796 0.61 -0.22 -0.30 0.1128
H 2.6908 5.8252 3.7588 -0.44 -0.29 0.09 0.1334
H 5.1287 6.4586 3.1814 -0.35 0.37 0.32 0.0849
H 5.2785 4.8735 3.8552 0.01 -0.45 -0.45 0.0954
H 5.9318 5.3854 2.1421 -0.95 -0.52 1.46 0.1187
H 3.3071 3.4159 0.9011 -0.69 -1.02 -0.03 0.0414
H 4.7621 4.2207 0.4748 0.07 0.10 0.24 0.0900
H 4.8348 3.2743 1.9770 -0.67 -0.60 -0.70 0.0969
H 1.7937 8.2785 1.5502 -0.13 0.19 -1.25 0.0992
H 0.9282 8.1858 -0.0316 -0.43 -0.74 0.25 0.0856
H 2.6064 8.3911 -0.0171 0.46 -0.73 -0.01 0.0757
C -2.2213 -0.2745 -8.7453 0.45 0.32 -0.35 -0.0206
C -2.4474 -0.9716 -7.4156 -1.37 -1.15 -0.52 -0.5294
C -2.7167 -2.4398 -7.6925 -0.02 -1.22 -0.70 -0.1684
C -2.5944 -3.2788 -6.4548 0.42 -0.07 1.02 -0.1786
C -1.1112 -3.2397 -6.0052 -0.45 0.59 -0.88 -0.1126
C -0.7167 -1.8287 -5.5836 -0.07 1.36 -1.13 -0.4821
N -1.2680 -0.8028 -6.5498 -0.50 0.12 -0.13 -0.1238
O -1.0100 0.4142 -6.2825 0.30 0.05 0.00 -0.0425
C -1.2310 -1.4838 -4.1904 0.39 1.65 0.26 -0.0308
C 0.8125 -1.6257 -5.6876 -0.19 -1.25 1.71 -0.0153
C -3.6760 -0.4682 -6.6929 -0.62 1.83 -0.76 -0.0222
H -2.1902 0.8203 -8.5437 0.15 -0.73 -0.61 0.0747
H -2.9018 -0.5423 -9.6119 0.35 0.31 1.45 0.1122
H -1.2425 -0.6851 -9.0130 0.14 0.69 -0.48 0.0889
H -3.6979 -2.5605 -8.1953 0.45 0.24 0.37 0.1331
H -1.9903 -2.8971 -8.3726 0.11 0.45 -0.38 0.1196
H -2.9340 -4.3052 -6.5728 0.09 -0.09 -0.29 0.1147
H -3.2233 -2.8627 -5.6692 -0.05 -0.07 0.23 0.0955
H -0.4858 -3.4841 -6.9119 -0.40 -0.44 1.19 0.1334
H -0.9732 -3.8406 -5.1029 0.40 -0.46 -0.51 0.1253
H -0.6931 -2.0136 -3.4063 0.10 -0.15 -0.18 0.0497
H -0.9934 -0.3839 -4.0909 -0.41 -1.03 0.28 0.1002
H -2.3044 -1.6277 -3.9989 0.26 -0.05 -0.42 0.0836
H 1.2410 -0.6706 -5.3657 -0.66 0.21 -0.60 0.0816
H 1.0757 -2.2596 -4.8240 0.89 -0.40 -0.57 0.0754
H 1.2215 -2.0005 -6.6426 -0.15 0.25 0.56 0.0951
H -3.7220 -0.8725 -5.7128 -0.18 -0.12 0.98 0.0560
H -4.6072 -0.7128 -7.2181 0.28 -0.25 -0.04 0.0980
H -3.6759 0.6412 -6.6696 0.20 -0.54 0.38 0.0930
C 0.9952 3.9042 -8.6589 0.81 -2.44 2.55 -0.0356
C 0.1054 4.5648 -7.6428 0.55 1.94 -1.90 -0.5081
C -1.3724 4.1994 -7.8192 -0.64 -1.62 2.27 -0.0929
C -2.1480 4.6468 -6.5096 0.37 -0.22 -0.82 -0.1455
C -1.7153 3.7576 -5.3513 -0.32 -1.65 -2.45 -0.1729
C -0.3020 4.0030 -5.0455 1.41 2.90 3.57 -0.4535
N 0.6492 4.1482 -6.3267 0.17 1.12 3.06 -0.0602
O 1.8270 4.6660 -5.9864 -2.27 -1.47 -1.02 -0.0416
C -0.1101 5.3351 -4.1726 1.63 -0.82 -5.97 -0.0086
C 0.3006 3.0451 -4.0487 1.09 -4.01 -5.82 -0.0377
C 0.2862 6.1450 -7.7880 0.92 -1.39 4.81 -0.0024
H 2.0593 3.9481 -8.2497 -1.39 -0.38 -0.58 0.1095
H 1.0289 4.3191 -9.6096 -0.48 0.79 -1.76 0.0567
H 0.5426 2.8782 -8.6182 1.30 0.26 -0.80 0.0945
H -1.7298 4.5264 -8.7685 -0.31 0.96 -0.53 0.1047
H -1.5624 3.0651 -7.8991 0.74 1.36 0.35 0.1207
H -3.2172 4.5780 -6.5247 -0.72 -0.19 -0.83 0.0980
H -1.9764 5.6937 -6.2186 0.21 -0.20 -0.39 0.1063
H -1.7839 2.6675 -5.6038 -0.19 0.64 -0.36 0.1137
H -2.4848 3.8598 -4.6231 0.19 0.46 1.54 0.1042
H 0.9515 5.2918 -3.9655 -0.28 1.03 0.66 0.0770
H -0.4032 6.0265 -4.9534 1.13 1.30 -0.20 0.0481
H -0.8542 5.6246 -3.5750 -2.50 -0.14 3.69 0.0417
H 0.2838 2.1860 -4.9053 0.59 0.38 2.47 0.1183
H 1.3751 3.2676 -3.9880 -0.52 -0.15 0.97 0.0825
H -0.3050 2.6294 -3.2705 -0.14 0.54 0.74 0.0649
H -0.2104 6.7952 -8.4511 -1.01 0.08 -0.91 0.0675
H 1.3188 6.4607 -7.6374 0.39 -0.51 -0.98 0.0781
H 0.0555 6.3057 -6.6964 -0.72 1.32 -1.25 0.0624
C -4.8229 -0.4538 5.2709 0.08 0.67 0.92 -0.0373
C -4.2964 -1.8940 5.1839 0.02 -0.35 1.42 -0.4511
C -2.7252 -1.8944 5.2454 -1.05 -0.25 0.39 -0.1240
C -2.1208 -3.2837 5.4407 -2.19 -0.55 -0.64 -0.1770
C -2.5647 -3.8202 6.7904 0.16 -0.97 -0.84 -0.1437
C -4.1070 -3.8765 6.8964 -1.28 0.57 0.63 -0.4938
N -4.8689 -2.6550 6.4096 -1.67 0.10 -0.12 -0.0746
O -6.2205 -2.6624 6.6328 4.39 0.12 -0.92 -0.0555
C -4.6206 -5.0167 6.0541 -0.25 -2.86 0.50 -0.0483
C -4.4168 -4.1175 8.3750 0.30 0.79 -0.38 -0.0351
C -4.7640 -2.5150 3.8904 -1.77 -1.15 0.19 -0.0417
H -4.2094 0.1309 4.5905 0.22 0.27 -0.01 0.0601
H -4.7410 0.0104 6.3234 -0.07 -0.90 -1.62 0.1225
H -5.8497 -0.3267 4.8940 0.21 -0.36 0.41 0.0789
H -2.3332 -1.4653 4.3203 -0.29 0.17 0.22 0.0775
H -2.4583 -1.2618 6.1026 0.18 -0.02 -0.14 0.1111
H -1.0837 -3.1932 5.4402 1.92 -0.07 -0.31 0.0716
H -2.4467 -3.9853 4.6032 0.56 0.87 0.91 0.1273
H -2.0598 -3.2270 7.5458 -0.41 0.34 0.42 0.1186
H -2.1720 -4.8765 6.9549 -0.60 1.17 -0.25 0.1388
H -5.7176 -5.3288 6.1997 1.62 0.94 -0.17 0.1199
H -4.3814 -4.9290 5.0049 -0.29 0.33 -0.25 0.0462
H -3.9986 -5.9139 6.3403 -0.75 0.54 -0.05 0.0994
H -3.6344 -4.7766 8.6641 0.01 -1.55 0.55 0.0655
H -4.1177 -3.2719 8.9697 -0.28 0.94 0.04 0.0818
H -5.4353 -4.3840 8.6339 0.08 -0.33 -0.16 0.0853
H -4.4793 -1.8713 3.0913 0.11 0.50 -0.81 0.0681
H -5.8647 -2.6234 3.9483 0.29 0.56 -0.18 0.0986
H -4.5065 -3.5512 3.6326 0.76 0.43 0.34 0.0672
C 3.0531 -4.1195 -2.0120 0.12 1.34 1.21 -0.0187
C 4.4263 -3.5011 -2.2044 1.24 -1.07 1.91 -0.4872
C 4.9444 -3.5950 -3.6024 -0.93 0.39 -0.83 -0.1400
C 5.8977 -2.4594 -4.0007 0.52 -1.59 -0.94 -0.1765
C 5.3245 -1.0994 -3.6925 -2.03 -1.66 -1.06 -0.1393
C 5.0512 -0.9125 -2.2421 2.78 -2.45 1.55 -0.4754
N 4.1864 -2.1010 -1.7778 1.80 1.26 -0.53 -0.1232
O 3.8184 -2.0109 -0.5832 -0.75 0.36 1.20 -0.0441
C 6.4266 -0.9088 -1.3990 -0.19 0.53 -0.09 0.0013
C 4.3252 0.3224 -2.0228 -1.16 2.10 -2.45 -0.0477
C 5.4730 -4.1788 -1.2339 -0.57 0.44 0.19 -0.0084
H 2.7865 -4.1769 -0.9448 0.26 -0.31 -0.40 0.0863
H 2.8762 -5.0046 -2.5287 -0.01 -1.76 -0.77 0.0701
H 2.4054 -3.3666 -2.4036 -0.95 0.35 -0.49 0.0647
H 5.2797 -4.6605 -3.8203 -0.25 1.53 0.11 0.1556
H 4.0813 -3.3206 -4.2034 -0.49 -0.75 -0.59 0.1073
H 6.0932 -2.6912 -5.0686 0.02 0.82 0.41 0.1279
H 6.7983 -2.6588 -3.4963 1.59 0.15 0.61 0.0778
H 4.3133 -1.2054 -4.1653 0.43 0.75 0.12 0.1327
H 5.7806 -0.2273 -4.1018 0.74 0.37 -0.43 0.1228
H 6.2402 -0.8107 -0.3270 -0.44 -0.23 -0.05 0.0753
H 7.1472 -1.7565 -1.4997 -0.84 0.63 -0.36 0.0714
H 6.9534 0.0427 -1.6228 -0.15 -0.59 -0.28 0.0878
H 3.4508 0.2361 -2.6809 -0.16 0.28 -0.01 0.0934
H 3.9134 0.4488 -1.0838 -0.37 0.26 2.22 0.0524
H 4.8354 1.2666 -2.3787 -0.14 -1.19 0.57 0.1277
H 5.1822 -4.0411 -0.1810 0.20 0.40 -0.35 0.0751
H 6.5046 -3.8471 -1.4111 -0.34 0.03 0.11 0.0711
H 5.4533 -5.2539 -1.3485 -0.06 -0.37 -0.47 0.0768
C 1.5157 0.1090 1.8817 -1.30 -1.88 -0.25 0.0211
C -0.0281 0.2341 1.0302 5.06 3.98 0.65 -0.3981
C 0.2405 0.5611 -0.5529 0.73 -2.90 1.57 -0.0836
C 0.6956 -0.8729 -1.1156 -4.17 0.22 -1.97 -0.0868
C -0.3504 -2.2162 -0.7432 2.00 1.77 -1.44 -0.0719
C -0.7952 -2.3434 0.7354 5.30 0.44 -2.93 -0.4627
N -0.8544 -0.8632 1.1770 -3.68 -4.47 6.63 -0.0134
O -1.3607 -1.0466 2.5419 1.65 1.78 -4.42 -0.0581
C -2.0639 -3.0550 0.8563 -0.06 -0.93 2.28 -0.0452
C 0.3311 -3.2673 1.3744 -2.38 0.44 2.39 -0.0138
C -0.5460 1.6016 1.6869 -0.63 -0.80 -2.25 -0.0239
H 1.8621 1.0991 2.0842 0.19 0.87 -0.38 0.0226
H 2.3375 -0.4705 1.3821 -0.92 0.42 0.11 0.0621
H 1.4008 -0.3205 2.9322 -0.43 0.19 -1.55 0.0503
H -0.6401 0.9182 -1.0670 -0.62 -0.28 0.17 0.0601
H 0.9788 1.3663 -0.7602 -0.01 -0.74 0.67 0.1130
H 1.6586 -1.1421 -0.8200 1.59 -0.29 0.46 0.0234
H 0.6096 -0.7910 -2.2730 0.56 -0.36 1.91 0.0950
H 0.2724 -3.0702 -1.1708 -1.02 0.75 0.91 0.1137
H -1.2472 -2.1322 -1.3428 -0.18 0.26 -0.42 0.0696
H -2.8066 -2.4274 0.4836 -1.82 0.64 -0.55 0.0649
H -2.0359 -4.0393 0.4295 0.18 -0.17 -1.13 0.0969
H -2.2219 -3.3503 1.9087 -0.34 0.75 -0.16 0.0910
H 1.3659 -3.2864 1.1796 1.18 0.85 -1.02 0.0564
H 0.2246 -3.1224 2.4382 0.37 0.56 0.83 0.0649
H 0.0185 -4.3076 1.4199 -0.36 -0.23 -1.00 0.0717
H 0.1658 2.4389 1.4230 -0.85 -1.17 0.37 0.0762
H -0.9126 1.6543 2.7039 0.57 -0.49 0.39 0.0707
H -1.4467 1.7100 1.0831 -0.30 0.90 0.09 0.0403
C 3.4907 -3.7294 6.3861 -1.78 -0.34 0.43 -0.0339
C 3.4158 -3.6523 4.8675 1.45 -0.85 -2.28 -0.4367
C 4.8317 -3.9881 4.1590 0.49 1.53 0.57 -0.1514
C 5.2384 -5.4051 3.8438 -2.15 -2.06 1.03 -0.1754
C 3.9882 -6.0160 3.0577 1.43 1.01 0.41 -0.1177
C 2.6775 -6.0469 3.8783 0.41 0.17 -0.28 -0.4537
N 2.3927 -4.6542 4.3970 0.87 0.07 -0.66 -0.1463
O 1.2466 -4.4510 4.8618 -1.29 -0.01 0.18 -0.0423
C 1.5513 -6.5638 2.9424 -0.71 1.26 2.12 -0.0194
C 2.6542 -6.9340 5.1138 1.71 0.30 -0.30 -0.0206
C 2.9784 -2.2298 4.3583 -0.92 -1.55 1.42 -0.0240
H 4.0410 -2.8985 6.8317 0.16 -0.18 -0.14 0.0825
H 3.8830 -4.7176 6.7177 -0.11 0.81 -0.13 0.0827
H 2.4012 -3.6495 6.7340 1.55 -0.15 -0.21 0.1070
H 4.8677 -3.4309 3.2080 -0.13 0.01 0.29 0.1071
H 5.6487 -3.5666 4.7958 -0.74 0.11 -0.32 0.1232
H 5.3123 -5.9745 4.8326 0.37 0.51 -1.31 0.1174
H 6.1803 -5.4983 3.2534 -0.75 0.21 0.56 0.1183
H 4.2158 -6.9859 2.6175 -0.12 -0.18 0.20 0.1137
H 3.9073 -5.3046 2.2166 -0.53 -0.36 0.05 0.1086
H 1.8152 -7.5605 2.7055 0.06 -1.13 -0.31 0.0692
H 0.5234 -6.5167 3.4290 1.39 -0.04 -0.60 0.1151
H 1.5802 -5.9750 2.0679 -0.30 0.64 -1.19 0.0479
H 1.7433 -6.7047 5.5379 -2.16 0.28 1.18 0.0546
H 2.6550 -7.9815 4.8978 0.29 -0.67 -0.26 0.0861
H 3.3982 -6.6813 5.8726 0.21 -0.17 -0.27 0.0755
H 3.7626 -1.6081 4.7633 0.01 0.80 -0.31 0.0818
H 2.0012 -2.0342 4.8506 0.63 0.22 -0.14 0.0790
H 2.7858 -2.1376 3.2841 0.60 -0.22 0.19 0.0655